Below is C24H27N3O4 in the gas phase, with properties calculated with the ωB97M-V functional and the def2-TZVPD basis.

Geometry as XYZ:
```
58
C24H27N3O4 | the OMol25 dataset | the ωB97M-V functional and the def2-TZVPD basis
C -6.609 -0.678 -0.083
C -5.161 -0.969 0.294
C -4.522 0.168 1.123
C -3.503 0.718 0.173
C -2.641 1.780 0.284
C -1.718 2.001 -0.741
C -0.680 3.031 -0.551
O -1.077 4.286 -0.432
C 0.632 2.685 -0.414
C 1.630 3.644 -0.022
O 1.464 4.854 0.075
C 2.879 2.847 0.324
O 3.943 3.258 0.725
N 2.559 1.543 0.124
C 3.457 0.456 0.429
C 3.884 -0.319 -0.818
C 4.803 -1.515 -0.484
N 4.173 -2.811 -0.346
C 3.631 -3.344 -1.575
C 3.238 -2.925 0.749
C 1.219 1.299 -0.373
C 0.421 0.390 0.533
C -0.145 -0.788 0.065
C -0.948 -1.525 0.923
N -1.190 -1.174 2.173
C -0.616 -0.073 2.630
C 0.195 0.742 1.859
C -1.717 1.192 -1.873
C -2.616 0.148 -2.010
C -3.491 -0.094 -0.965
O -4.382 -1.102 -0.909
H -6.673 0.277 -0.602
H -7.225 -0.642 0.811
H -6.984 -1.456 -0.741
H -5.100 -1.933 0.810
H -5.262 0.913 1.416
H -4.037 -0.212 2.025
H -2.642 2.412 1.158
H -0.284 4.855 -0.237
H 4.332 0.907 0.903
H 2.969 -0.212 1.146
H 3.002 -0.689 -1.343
H 4.406 0.367 -1.487
H 5.336 -1.309 0.448
H 5.551 -1.619 -1.274
H 3.399 -4.398 -1.423
H 2.710 -2.841 -1.910
H 4.378 -3.263 -2.362
H 3.010 -3.980 0.903
H 2.285 -2.397 0.577
H 3.698 -2.538 1.657
H 1.268 0.853 -1.377
H 0.011 -1.113 -0.952
H -1.424 -2.437 0.591
H -0.828 0.169 3.663
H 0.631 1.639 2.271
H -1.012 1.396 -2.665
H -2.629 -0.472 -2.891
```

**E**: -37986.7620 eV
**Net charge**: 0
**Energy relative to the best compared isomer or geometry (same formula, charge and spin)**: 1.741 eV
**Gap between HOMO and LUMO**: 0.30210 Ha

Below is a molecular structure, C24H28As2F6IrN2S2, with properties calculated with the ωB97M-V functional and the def2-TZVPD basis.

Geometry as XYZ:
```
65
C24H28As2F6IrN2S2 | the OMol25 dataset | the ωB97M-V functional and the def2-TZVPD basis
Ir -0.332 2.112 0.439
C 0.548 4.699 1.585
C 0.712 3.655 2.657
N -0.292 2.565 2.424
C -1.644 2.816 3.042
C -2.538 3.702 2.195
S -2.401 3.253 0.423
C -1.806 4.795 -0.373
C -0.322 4.743 -0.744
N 0.472 3.988 0.273
H 1.384 5.397 1.579
H -0.360 5.279 1.722
H 0.576 4.069 3.656
H 1.702 3.202 2.603
H 0.069 1.728 2.881
H -1.492 3.251 4.031
H -2.106 1.843 3.169
H -2.348 4.766 2.308
H -3.575 3.523 2.476
H -2.061 5.629 0.279
H -2.400 4.909 -1.278
H 0.081 5.753 -0.849
H -0.184 4.229 -1.695
H 1.428 3.892 -0.076
S 1.648 1.279 -0.313
C 2.366 -0.237 0.289
C 3.606 -0.040 0.885
C 4.383 -1.099 1.345
C 3.940 -2.403 1.216
C 2.717 -2.647 0.620
C 1.935 -1.582 0.129
As 0.488 -2.246 -0.884
C 0.134 -1.562 -2.561
C -1.051 -1.939 -3.216
C -1.282 -1.457 -4.487
C -0.354 -0.605 -5.083
C 0.811 -0.219 -4.418
C 1.053 -0.668 -3.138
C 0.154 -4.049 -0.611
C 0.052 -4.541 0.702
C -0.273 -5.866 0.891
C -0.496 -6.690 -0.214
C -0.402 -6.196 -1.512
C -0.099 -4.866 -1.725
H 3.978 0.971 0.983
H 5.343 -0.895 1.800
H 4.540 -3.230 1.569
H 2.387 -3.667 0.502
H -1.766 -2.597 -2.739
H -2.182 -1.738 -5.017
H -0.541 -0.231 -6.082
H 1.526 0.427 -4.909
H 1.959 -0.383 -2.618
H 0.216 -3.891 1.553
H -0.366 -6.265 1.892
H -0.743 -7.732 -0.059
H -0.565 -6.854 -2.355
H -0.005 -4.482 -2.732
F -1.200 0.252 0.202
As -2.442 -0.854 1.145
F -1.373 -2.092 0.452
F -3.322 -0.843 -0.300
F -3.386 -1.954 1.976
F -3.225 0.576 1.680
F -1.277 -0.679 2.412
```

**E**: -190790.3055 eV
**Net charge**: +3
**Energy relative to the best compared isomer or geometry (same formula, charge and spin)**: 0.000 eV
**Gap between HOMO and LUMO**: 0.24004 Ha

Below is a molecular structure, C24H28AsN3O9P2RuS, with properties calculated with the ωB97M-V functional and the def2-TZVPD basis.

Geometry as XYZ:
```
69
C24H28AsN3O9P2RuS | the OMol25 dataset | the ωB97M-V functional and the def2-TZVPD basis
Ru -0.091 -0.755 0.046
N 2.045 -0.771 -0.136
C 2.623 -0.908 1.218
C 1.648 -0.441 2.302
O 2.043 0.248 3.238
N 0.405 -0.925 2.079
C -0.672 -0.481 2.953
C -1.896 -0.014 2.162
O -2.879 0.405 2.744
O -1.816 -0.064 0.855
H 2.117 -1.673 -0.617
H 2.487 -0.041 -0.680
H 3.570 -0.381 1.322
H 2.807 -1.969 1.386
H -0.345 0.334 3.600
H -1.023 -1.301 3.582
N -0.590 -5.155 -0.827
C -0.572 -4.931 0.677
C -0.883 -6.217 1.411
P -1.819 -3.606 0.930
O -3.112 -4.399 0.295
O -2.033 -3.325 2.362
O -1.451 -2.560 -0.085
P 1.194 -4.378 0.879
O 1.255 -3.805 2.369
O 1.996 -5.618 0.726
O 1.308 -3.274 -0.134
H -1.471 -5.569 -1.129
H 0.216 -5.728 -1.090
H -0.479 -4.212 -1.235
H -1.854 -6.622 1.114
H -0.926 -5.989 2.475
H -0.096 -6.955 1.248
H -3.865 -4.300 0.888
H 0.892 -2.888 2.401
S -0.415 -0.928 -2.317
C 0.336 0.459 -3.075
C 0.616 0.469 -4.449
C 1.196 1.572 -5.043
C 1.519 2.702 -4.293
C 1.242 2.713 -2.937
C 0.655 1.606 -2.332
As 0.091 1.521 -0.484
C 1.238 2.885 0.318
C 0.874 4.227 0.202
C 1.700 5.226 0.696
C 2.896 4.897 1.320
C 3.258 3.566 1.449
C 2.433 2.567 0.950
C -1.598 2.473 -0.534
C -2.178 2.917 0.649
C -3.407 3.553 0.623
C -4.063 3.746 -0.587
C -3.490 3.297 -1.766
C -2.257 2.656 -1.741
H 0.374 -0.408 -5.037
H 1.407 1.552 -6.106
H 1.980 3.561 -4.763
H 1.485 3.588 -2.344
H -0.060 4.498 -0.275
H 1.402 6.262 0.598
H 3.536 5.676 1.715
H 4.174 3.293 1.956
H 2.720 1.540 1.101
H -1.688 2.749 1.600
H -3.863 3.870 1.551
H -5.030 4.234 -0.605
H -4.005 3.434 -2.708
H -1.816 2.293 -2.661
```

**E**: -141084.2201 eV
**Net charge**: -1
**Spin multiplicity**: 2
**Energy relative to the best compared isomer or geometry (same formula, charge and spin)**: 1.174 eV
**Gap between HOMO and LUMO (alpha / beta)**: 0.26885 / 0.27273 Ha

Below is a molecular structure, C24H28BBaF8O24 at a distorted geometry, with properties calculated with the ωB97M-V functional and the def2-TZVPD basis.

Geometry as XYZ:
```
86
C24H28BBaF8O24 | the OMol25 dataset | the ωB97M-V functional and the def2-TZVPD basis
Ba 0.152 -0.806 0.935
B -0.372 -1.547 4.489
H 0.337 -0.738 4.401
H -1.215 -1.387 3.835
H 0.169 -2.425 4.170
H -0.762 -1.745 5.475
C 0.225 5.739 5.590
C -0.888 4.742 6.028
O -0.439 3.561 5.325
C 0.162 3.961 4.176
O 0.250 3.199 3.211
O 0.606 5.165 4.333
F -2.018 5.298 5.665
H 1.112 5.686 6.221
H -0.087 6.775 5.454
H -0.833 4.741 7.116
C -0.248 -3.332 -6.110
C -1.719 -3.240 -6.416
O -2.170 -2.317 -5.448
C -1.300 -2.350 -4.376
O -1.432 -1.872 -3.273
O -0.238 -3.061 -4.714
F -2.242 -4.476 -6.099
H 0.407 -2.583 -6.557
H 0.088 -4.357 -6.262
H -2.025 -3.042 -7.443
C -6.548 3.470 0.786
C -6.860 2.555 2.003
O -5.597 1.877 2.179
C -4.868 1.907 1.018
O -3.882 1.189 0.815
O -5.416 2.854 0.207
F -7.693 1.581 1.648
H -6.404 4.541 0.925
H -7.313 3.522 0.011
H -7.367 2.971 2.874
C -5.085 -6.060 2.731
C -5.506 -6.467 1.318
O -4.522 -5.745 0.536
C -3.798 -4.980 1.297
O -2.893 -4.256 0.889
O -4.211 -5.044 2.508
F -6.780 -6.113 1.217
H -4.614 -6.895 3.251
H -5.977 -5.752 3.277
H -5.459 -7.555 1.304
C 1.271 -8.077 -0.001
C 2.714 -8.058 0.392
O 2.943 -6.654 0.638
C 2.076 -5.990 -0.101
O 2.005 -4.733 -0.261
O 1.249 -6.816 -0.670
F 3.505 -8.549 -0.580
H 0.463 -8.081 0.731
H 1.186 -8.956 -0.641
H 2.911 -8.575 1.331
C 5.031 4.150 1.096
C 6.407 3.572 1.515
O 6.025 2.430 2.367
C 4.797 1.991 1.863
O 4.228 0.918 2.086
O 4.298 2.944 1.092
F 7.092 4.417 2.282
H 5.097 4.691 0.153
H 4.764 4.863 1.876
H 6.966 3.394 0.596
C -0.172 6.575 -1.704
C 0.928 6.159 -2.603
O 1.173 4.877 -2.189
C 0.000 4.334 -1.761
O -0.201 3.089 -1.641
O -0.824 5.351 -1.472
F 2.012 6.984 -2.540
H -0.883 7.231 -2.206
H 0.099 6.973 -0.726
H 0.579 6.188 -3.635
C 5.585 1.098 -4.600
C 4.580 0.475 -5.526
O 3.452 0.184 -4.656
C 3.897 0.279 -3.379
O 3.246 -0.069 -2.413
O 5.151 0.840 -3.305
F 5.144 -0.607 -6.025
H 5.635 2.143 -4.907
H 6.573 0.649 -4.695
H 4.267 1.175 -6.300
```

**E**: -97581.0213 eV
**Net charge**: +1
**Energy relative to the best compared isomer or geometry (same formula, charge and spin)**: 9.882 eV
**Gap between HOMO and LUMO**: 0.26578 Ha

Below is a molecular structure, C24H28BrN4O4PSTeV at a distorted geometry, with properties calculated with the ωB97M-V functional and the def2-TZVPD basis.

Geometry as XYZ:
```
65
C24H28BrN4O4PSTeV | the OMol25 dataset | the ωB97M-V functional and the def2-TZVPD basis
V 12.772 13.600 12.481
Br 12.798 11.621 11.244
C 14.207 14.880 12.953
C 15.553 15.073 12.809
C 15.988 15.622 11.549
C 15.069 16.167 10.679
C 13.718 16.483 11.163
C 12.861 17.360 10.498
C 11.490 17.231 10.714
C 11.033 16.197 11.582
C 11.871 15.401 12.337
C 13.221 15.689 12.281
H 16.266 14.762 13.570
H 17.067 15.664 11.282
H 15.336 16.235 9.606
H 13.188 18.068 9.730
H 10.775 17.965 10.185
H 10.005 16.123 11.586
N 14.436 6.514 6.094
C 13.417 5.596 6.266
S 13.694 3.969 6.435
N 12.196 6.198 6.165
C 11.012 5.479 6.343
C 10.382 4.806 5.275
C 9.296 4.023 5.558
C 8.739 4.109 6.816
C 9.394 4.682 7.933
C 10.581 5.331 7.665
H 15.369 6.144 5.883
H 14.414 7.355 6.643
H 12.083 7.217 6.241
H 10.945 4.779 4.324
H 9.017 3.226 4.895
H 7.860 3.475 6.878
H 8.967 4.634 8.942
H 11.185 5.892 8.382
N 9.949 11.196 13.579
C 10.750 10.947 14.682
C 11.601 12.002 14.795
N 11.313 12.941 13.795
C 10.476 12.310 12.964
H 9.110 10.702 13.241
H 10.638 10.083 15.305
H 12.346 12.120 15.576
H 9.936 12.842 12.151
C 3.522 9.248 8.723
C 4.165 10.604 9.132
O 4.182 11.123 10.796
P 5.595 10.633 11.508
O 6.134 12.159 11.785
Te 4.997 13.353 10.767
O 5.565 10.118 12.948
C 4.526 9.351 13.720
C 4.786 9.589 15.204
H 2.443 9.499 8.763
H 3.762 8.265 9.284
H 4.161 9.350 7.777
H 3.430 11.396 8.892
H 5.194 10.726 8.767
H 4.494 8.330 13.468
H 3.534 9.737 13.432
H 4.282 10.501 15.360
H 5.850 9.630 15.593
H 4.254 8.822 15.766
O 6.434 10.019 10.383
```

**E**: -162635.6204 eV
**Net charge**: -2
**Spin multiplicity**: 4
**Energy relative to the best compared isomer or geometry (same formula, charge and spin)**: 0.708 eV
**Gap between HOMO and LUMO (alpha / beta)**: 0.12734 / 0.12731 Ha

Below is a molecular structure, C24H28Cl2N10OSr, with properties calculated with the ωB97M-V functional and the def2-TZVPD basis.

Geometry as XYZ:
```
66
C24H28Cl2N10OSr | the OMol25 dataset | the ωB97M-V functional and the def2-TZVPD basis
Sr -0.293 0.542 0.712
N -3.500 2.273 0.894
C -3.824 1.030 1.284
N -5.118 0.716 1.370
C -5.365 -0.522 1.782
N -6.647 -0.907 1.868
N -4.433 -1.438 2.125
C -3.193 -1.029 1.971
N -2.807 0.172 1.536
C -2.112 -2.011 2.320
C -2.431 -3.245 2.864
C -1.401 -4.122 3.162
C -0.096 -3.740 2.905
C 0.131 -2.487 2.359
N -0.853 -1.638 2.073
H -4.271 2.912 0.796
H -2.587 2.649 1.156
H -7.373 -0.247 1.658
H -6.865 -1.822 2.213
H -3.468 -3.489 3.037
H -1.618 -5.093 3.588
H 0.739 -4.391 3.121
H 1.137 -2.150 2.137
Cl -0.564 2.790 -1.601
C 1.136 3.333 -1.731
Cl 1.672 4.098 -0.238
H 1.173 4.059 -2.534
H 1.752 2.461 -1.926
C 4.148 0.808 -4.494
C 3.619 0.762 -3.084
C 4.298 1.406 -2.062
C 3.827 1.307 -0.754
C 4.571 1.973 0.372
C 2.665 0.601 -0.499
C 1.908 -0.061 -1.522
C 2.461 0.042 -2.822
N 0.748 -0.671 -1.147
C -0.010 -1.499 -2.087
C -1.169 -2.100 -1.279
C 0.795 -2.690 -2.630
C -0.667 -0.693 -3.223
H 4.915 1.574 -4.604
H 3.352 1.014 -5.211
H 4.592 -0.152 -4.768
H 5.209 1.956 -2.272
H 5.643 1.791 0.293
H 4.230 1.607 1.341
H 4.418 3.054 0.352
H 2.354 0.484 0.539
H 1.972 -0.424 -3.663
H -0.805 -2.801 -0.525
H -1.872 -2.623 -1.931
H -1.735 -1.309 -0.769
H 1.289 -3.188 -1.793
H 1.560 -2.408 -3.349
H 0.129 -3.407 -3.117
H -1.403 -0.003 -2.800
H -1.191 -1.360 -3.912
H 0.038 -0.097 -3.799
O -0.871 2.726 1.835
N -0.778 3.311 2.970
C 0.088 2.805 3.817
C 0.802 1.630 3.441
N 1.269 0.671 3.003
C 0.261 3.402 5.102
N 0.416 3.858 6.146
```

**E**: -68174.5395 eV
**Net charge**: 0
**Energy relative to the best compared isomer or geometry (same formula, charge and spin)**: 0.170 eV
**Gap between HOMO and LUMO**: 0.21789 Ha